7
Properties=species:S:1:pos:R:3:forces:R:3:nbo_charge:R:1 method="wB97M-V/def2-TZVPD" total_energy_ha=-796.36706 orbital_gap_ev=7.5 total_charge=-1 e_lumo_ev=3.9 e_above_lowest_ev=0.586
C 0.6428 0.0560 1.5516 0.10 -1.09 -0.70 1.041
C -0.2767 -0.3013 -0.6553 0.47 0.53 1.85 -0.239
N 0.3764 0.2673 -1.8657 0.44 0.46 0.12 -0.163
N -0.3094 -0.7383 -1.9745 -0.26 -1.43 -2.26 -0.186
O -0.3052 -0.1281 2.1855 -0.96 0.26 0.88 -0.560
O 1.7278 0.1738 1.1612 1.28 0.69 0.02 -0.575
Cl -1.8557 0.6706 -0.4028 -1.08 0.58 0.10 -0.318